i) Below is the ion C6H8N with charge +1, with properties calculated with the ωB97M-V functional and the def2-TZVPD basis.

Values from the calculation:
Total charge: +1
Orbital gap in eV: 9.00
Highest occupied orbital energy in eV: -14.7
SMILES: C#C[N+]1=C(CC)C1
Spin multiplicity: 1

Structure (XYZ):
```
15
Properties=species:S:1:pos:R:3:lowdin_charge:R:1
C -3.94 -0.62 0.37 0.246
C -2.76 -0.40 0.14 -0.064
N -1.62 0.21 -0.09 0.069
C -0.42 0.39 -0.58 -0.042
C 0.83 -0.25 -0.76 -0.141
C 1.45 -0.73 0.56 -0.078
C -1.15 1.62 -0.20 0.101
H -4.89 -1.07 0.45 0.056
H 0.84 -1.27 -1.33 0.187
H 1.42 0.53 -1.23 0.132
H 1.67 0.03 1.27 0.070
H 2.34 -1.41 0.54 0.103
H 0.88 -1.58 1.06 0.112
H -1.13 2.12 0.78 0.145
H -1.62 2.20 -0.91 0.101
```

=====

ii) Below is a structure of composition C6H8N, with properties calculated with the ωB97M-V functional and the def2-TZVPD basis.

Values from the calculation:
Total charge: +1
Orbital gap in eV: 9.64
Highest occupied orbital energy in eV: -15.7
Spin multiplicity: 1

Structure (XYZ):
```
15
Properties=species:S:1:pos:R:3:lowdin_charge:R:1
C 0.55 2.30 -0.20 0.111
C 1.76 1.54 -0.31 0.196
C -0.66 -0.96 -0.59 -0.135
C -1.15 0.28 0.35 -0.018
C 0.51 -1.56 -0.03 -0.102
C -0.10 1.19 0.36 -0.137
N 1.19 1.11 0.83 0.200
H 0.45 3.33 0.07 0.153
H -1.46 -1.60 -0.54 0.105
H -0.56 -0.72 -1.59 0.115
H -2.02 0.66 0.00 0.116
H -1.25 -0.18 1.26 0.124
H 1.39 -0.92 -0.05 0.071
H 0.45 -2.11 0.97 0.141
H 0.89 -2.36 -0.52 0.060
```

=====

Energy ordering: i) at the bottom, the next structure 1.676 eV above.